C57H73IN6O5STi as an isolated structure at a distorted geometry. Source: the Open Molecules 2025 dataset; level of theory: ωB97M-V/def2-TZVPD.

The geometry in XYZ format:
```
144
C57H73IN6O5STi ωB97M-V/def2-TZVPD
Ti -0.074 -0.420 -0.091
C -5.320 0.042 5.748
C -5.147 0.578 4.328
C -5.137 2.111 4.393
C -6.350 0.121 3.491
C -3.856 0.090 3.673
C -3.565 0.464 2.378
C -2.374 0.060 1.762
N -1.986 0.360 0.478
C -2.513 1.213 -0.436
C -3.523 2.175 -0.239
C -4.075 2.841 -1.307
C -3.628 2.498 -2.599
C -2.589 1.621 -2.861
C -1.917 1.063 -1.744
O -0.822 0.370 -1.832
C -2.148 1.320 -4.294
C -0.825 2.044 -4.571
C -1.954 -0.190 -4.501
C -3.188 1.780 -5.320
C -5.166 3.886 -1.066
C -5.676 4.508 -2.365
C -4.608 5.011 -0.184
C -6.352 3.226 -0.347
C -1.462 -0.823 2.437
O -0.381 -1.188 1.792
C -1.791 -1.264 3.742
C -2.948 -0.756 4.319
C -0.942 -2.280 4.519
C -1.751 -2.980 5.620
C 0.229 -1.557 5.187
C -0.401 -3.388 3.606
H -6.252 0.421 6.170
H -4.507 0.361 6.404
H -5.367 -1.049 5.772
H -6.065 2.482 4.832
H -5.037 2.550 3.398
H -4.303 2.469 5.000
H -7.287 0.393 3.982
H -6.340 -0.961 3.352
H -6.350 0.586 2.504
H -4.295 1.018 1.812
H -3.836 2.419 0.763
H -4.112 2.966 -3.442
H -0.075 1.780 -3.827
H -0.967 3.127 -4.545
H -0.447 1.775 -5.562
H -1.227 -0.602 -3.806
H -1.608 -0.373 -5.521
H -2.901 -0.722 -4.370
H -3.261 2.867 -5.382
H -4.180 1.381 -5.103
H -2.890 1.422 -6.308
H -4.879 5.013 -2.914
H -6.443 5.250 -2.137
H -6.126 3.766 -3.028
H -3.781 5.521 -0.680
H -4.242 4.627 0.768
H -5.386 5.748 0.029
H -6.727 2.373 -0.914
H -7.170 3.939 -0.219
H -6.064 2.869 0.643
H -3.185 -1.068 5.322
H -1.993 -2.319 6.454
H -1.156 -3.800 6.026
H -2.682 -3.398 5.234
H -0.132 -0.738 5.815
H 0.910 -1.130 4.455
H 0.795 -2.244 5.822
H -1.222 -3.931 3.130
H 0.168 -4.101 4.207
H 0.240 -2.999 2.822
N 0.572 1.547 0.922
C 1.818 1.988 0.291
C 2.592 0.768 -0.173
O 3.800 0.759 -0.264
O 1.820 -0.249 -0.494
H -0.060 2.312 1.116
H 0.868 1.139 1.818
H 2.453 2.580 0.954
H 1.588 2.564 -0.608
C 3.565 0.116 -7.611
C 2.975 -0.663 -6.445
N 3.981 -1.290 -5.596
C 4.574 -2.549 -6.038
C 6.000 -2.408 -6.550
C 4.453 -0.751 -4.441
O 5.304 -1.311 -3.765
C 3.901 0.584 -4.024
C 4.633 1.743 -4.218
C 4.084 2.946 -3.808
C 2.832 2.928 -3.215
N 2.134 1.818 -3.003
C 2.657 0.667 -3.409
H 2.773 0.550 -8.222
H 4.170 -0.527 -8.252
H 4.198 0.927 -7.248
H 2.322 -1.458 -6.815
H 2.351 -0.013 -5.836
H 3.928 -2.941 -6.825
H 4.548 -3.252 -5.202
H 6.054 -1.690 -7.369
H 6.360 -3.369 -6.920
H 6.661 -2.079 -5.752
H 5.614 1.698 -4.673
H 4.616 3.879 -3.937
H 2.372 3.854 -2.885
H 2.070 -0.225 -3.217
N 2.357 0.016 2.670
S 3.894 0.164 2.971
C 4.685 -1.356 2.452
C 4.383 -2.558 3.085
C 4.866 -3.744 2.560
C 5.648 -3.723 1.408
C 5.942 -2.523 0.784
C 5.458 -1.328 1.303
C 4.218 0.064 4.742
C 3.200 0.439 5.602
C 3.440 0.468 6.969
C 4.689 0.137 7.467
C 5.710 -0.223 6.595
C 5.479 -0.258 5.230
H 2.008 -0.924 2.848
H 3.763 -2.562 3.975
H 4.629 -4.684 3.042
H 6.021 -4.653 0.997
H 6.527 -2.510 -0.126
H 5.632 -0.394 0.788
H 2.230 0.689 5.193
H 2.644 0.751 7.646
H 4.873 0.160 8.533
H 6.687 -0.485 6.978
H 6.270 -0.547 4.549
I 2.210 -3.351 0.317
C 0.492 -3.394 -0.872
C 0.259 -4.562 -1.598
C -0.947 -4.707 -2.255
C -1.913 -3.715 -2.150
C -1.592 -2.576 -1.439
N -0.393 -2.404 -0.866
H 1.011 -5.337 -1.612
H -1.143 -5.605 -2.825
H -2.889 -3.807 -2.602
H -2.308 -1.772 -1.315
```

Expectation value of S²: 2.0332
Energy relative to the best compared isomer or geometry (same formula, charge and spin) in kcal/mol: 9.1
2S+1: 3
E_LUMO (spin up / spin down) in eV: 0.19 / -1.28

Atom charges from the Löwdin analysis, given in e for atoms 1 to 6: 1.03 -0.07 -0.56 -0.04 -0.05 -0.17

One molecule with the formula C19H14ClF3N2O2S2 at a distorted geometry. Source: the Open Molecules 2025 dataset; level of theory: ωB97M-V/def2-TZVPD.

The geometry in XYZ format:
```
43
C19H14ClF3N2O2S2 ωB97M-V/def2-TZVPD
C -4.014 -2.875 -0.572
S -4.353 -1.095 -0.672
C -2.817 -0.315 -0.300
C -1.828 -0.783 0.497
C -1.917 -1.948 1.266
N -1.941 -2.882 1.936
C -0.512 -0.044 0.670
C 0.639 -0.999 0.457
C 0.619 -1.887 -0.613
C 1.661 -2.767 -0.835
C 2.751 -2.773 0.019
C 2.794 -1.898 1.088
C 1.744 -1.019 1.304
Cl 1.848 0.074 2.644
C -0.413 1.145 -0.313
C 0.686 2.107 0.116
O 0.436 3.109 0.753
C 2.042 1.766 -0.276
C 3.183 2.268 0.304
C 4.357 1.765 -0.273
C 4.104 0.908 -1.303
S 2.434 0.684 -1.576
C -1.768 1.871 -0.477
O -1.699 2.852 -1.464
C -2.336 2.546 0.835
F -2.150 3.868 0.827
F -1.851 2.079 1.984
F -3.668 2.360 0.893
N -2.698 0.889 -0.953
H -3.049 -3.084 -1.021
H -4.039 -3.214 0.458
H -4.806 -3.350 -1.144
H -0.456 0.330 1.698
H -0.229 -1.879 -1.282
H 1.621 -3.448 -1.671
H 3.568 -3.458 -0.145
H 3.637 -1.890 1.761
H -0.183 0.754 -1.311
H 3.150 2.957 1.129
H 5.347 2.028 0.052
H 4.810 0.394 -1.925
H -1.185 3.607 -1.146
H -3.519 1.245 -1.422
```

E_LUMO in eV: -0.25

Atom charges from the Löwdin analysis, given in e for atoms 1 to 6: -0.37 0.96 -0.51 -0.21 -0.23 0.19